Here is a molecular structure, C3ClNO12Zr3 in a non-equilibrium geometry from the OMol25 dataset. Energies are from wB97M-V/def2-TZVPD.

Last column: Löwdin charge in e.
CARTESIAN COORDINATES (ANGSTROEM)
1 Zr 3.864 -11.089 -15.884  2.032
2 Zr 5.988 -12.610 -22.246  2.334
3 Zr 6.970 -15.916 -18.724  2.034
4 C 5.706 -15.717 -21.779  -0.679
5 O 6.003 -15.959 -20.491  -0.220
6 O 6.234 -16.372 -22.601  0.266
7 O 5.174 -14.543 -22.161  -0.144
8 C 8.746 -14.105 -20.927  -0.682
9 O 8.456 -14.774 -19.821  -0.168
10 O 7.650 -13.604 -21.600  -0.195
11 O 9.802 -14.007 -21.421  0.288
12 C 1.372 -12.657 -17.257  -0.775
13 O 0.232 -12.285 -17.481  0.420
14 O 1.540 -13.823 -16.874  0.346
15 O 2.411 -11.849 -17.265  -0.123
16 Cl 4.606 -15.859 -17.529  -0.001
17 N 5.724 -12.736 -18.800  -0.415
18 O 5.252 -11.935 -17.984  -0.011
19 O 5.559 -12.578 -20.062  -0.144
20 O 6.289 -13.764 -18.450  -0.165

Values from the calculation:
Net charge ... +4
LUMO ... -0.65639 hartree
Frontier orbital gap ... 0.1524 hartree
Total energy ... -1671.2599 hartree
Molar mass ... 551.15 g/mol